Entry 1:
14
Properties=species:S:1:pos:R:3:forces:R:3:nbo_charge:R:1 method="wB97M-V/def2-TZVPD" spin_multiplicity=1 lumo_ev="-0.43 / -0.47" de_lowest_kj_mol=558.3
O -2.1084 -0.3165 -1.2111 -0.21 0.20 -0.03 -0.693
H -0.0407 -0.1126 2.4185 0.05 -0.13 0.05 -0.023
H 0.1385 -1.8257 -1.0134 -0.04 0.02 0.15 0.192
C -1.2651 -0.1920 -0.0966 -0.16 -0.08 0.39 0.011
H -0.1755 1.8530 0.5902 -0.07 -0.10 -0.15 0.200
C -0.0196 -1.0603 -0.2563 -0.28 -0.23 -0.42 -0.087
C 2.1228 0.2888 -0.3600 -0.33 0.14 0.06 0.560
O 2.6234 1.3739 -0.3057 -0.09 -0.29 0.02 -0.496
N 0.7187 0.0955 -0.2502 1.58 0.08 -0.16 -0.383
H -1.7995 -0.3125 0.8569 0.07 -0.03 -0.20 0.191
H 0.0664 -0.7794 2.0891 0.00 0.13 0.19 -0.002
H 2.6630 -0.6593 -0.5104 -0.04 0.07 0.04 0.134
H -2.6401 0.4863 -1.2559 -0.03 -0.13 -0.09 0.476
C -0.2792 0.9831 -0.0542 -0.44 0.35 0.15 -0.080

***

Entry 2:
83
Properties=species:S:1:pos:R:3:forces:R:3:mulliken_charge:R:1 method="wB97M-V/def2-TZVPD" spin_multiplicity=1 lumo_ev=0.58 smiles=C1CCOC1.C1CCOC1.C1CCOC1.C1CCOC1.C1CCOC1.CCO.CCO de_lowest_kj_mol=168.5
H 4.1799 3.5108 3.6490 0.13 -0.12 -0.55 0.305
H 1.1083 -1.8361 2.9911 -0.32 -0.07 -0.11 0.233
C 3.1343 3.2036 3.6702 0.88 -0.81 0.84 -0.539
H -6.8133 1.0682 1.3817 0.23 -0.26 0.20 0.355
H -1.2774 1.0989 -5.8720 -0.44 0.43 0.86 0.306
C -0.4024 3.6025 -6.5310 0.91 -0.10 -0.39 -0.497
O -1.9079 4.5203 0.9309 -0.78 0.74 1.68 -0.537
H 0.1830 4.3314 -7.0914 0.25 -0.31 -0.39 0.256
H -5.6902 2.3474 1.9103 0.19 -0.19 -0.05 0.277
C -1.0690 4.1439 -0.0908 0.35 0.97 -1.91 0.347
H 1.1623 -5.0177 -1.1290 0.21 0.15 0.45 0.271
C -1.9212 -6.0323 -0.3623 0.97 -0.32 1.33 -0.594
C -1.4649 -5.1643 0.8359 0.63 0.68 -0.58 -0.521
H -1.6184 -0.5413 -0.0132 0.18 -0.34 0.46 0.257
H -0.4370 4.9798 -2.0809 0.26 -0.51 0.06 0.181
C -1.1817 -0.1065 -0.9123 0.25 0.26 0.98 -0.468
H -6.8704 2.6241 0.6726 0.19 0.11 -0.43 0.289
H 0.9586 -3.5903 2.4752 -0.22 0.32 -0.10 -0.028
H 0.4663 -2.5564 -1.0988 0.47 -0.20 -0.04 -0.405
H 2.6903 2.8292 5.7423 0.28 -0.42 0.35 0.301
H 1.7018 0.3863 4.8268 0.42 -0.22 -0.26 0.435
H -5.4759 0.7779 -0.7879 -0.55 0.24 -0.14 0.416
C 0.5993 1.8881 -5.1321 0.44 -0.34 1.17 0.172
H -2.9468 -5.9491 -0.7220 0.12 0.39 0.25 0.334
H 4.8698 -3.6608 2.4869 0.08 -0.01 0.49 0.388
C 0.2294 3.3235 -5.1997 -0.01 1.96 1.84 -0.337
H 3.6916 -3.9947 4.9951 0.10 0.04 0.05 0.339
H 3.8998 1.6491 5.0663 -0.11 0.04 0.05 0.274
H 1.1647 -1.5211 -2.3875 0.11 0.13 0.06 0.363
H -4.6847 2.6038 -1.3810 0.24 0.49 -0.05 0.278
H -0.5267 3.5084 -4.4366 0.33 0.41 0.35 0.102
C -0.2589 1.3438 -6.1732 -1.58 -1.89 -0.03 -0.656
H 0.7699 -0.9491 0.6321 0.19 -0.37 -0.06 -0.066
H -2.0918 -4.2727 0.8321 0.39 0.34 0.39 0.265
C 0.1144 0.5684 -0.6034 -0.89 1.86 1.20 0.176
H -0.7097 -6.4648 -2.0878 -0.14 0.09 -0.33 0.364
H -1.3856 4.0721 -6.5014 -0.49 -0.61 0.22 0.288
H 0.4438 1.2365 -1.3992 -0.05 -0.06 -0.15 0.244
H 3.4771 -4.7675 2.6407 -0.08 0.06 -0.25 0.246
O 2.0267 -3.2352 4.1761 -0.33 -0.05 0.56 -0.456
C 0.4005 -5.5382 -0.5488 -0.62 -0.33 -0.19 -0.532
H 0.3263 1.4522 -4.1710 0.47 -0.05 0.14 -0.277
H -1.3370 4.9466 1.5743 -0.41 0.22 0.29 0.324
H -1.5673 3.2746 -0.5199 0.61 -0.24 -0.26 -0.069
C -0.8400 -5.6732 -1.3499 -0.11 -0.54 -1.94 -0.516
C 3.4303 -3.3051 4.1924 0.82 -0.76 0.80 -0.487
H 3.8694 -2.3288 4.3977 0.14 0.22 0.20 0.217
H 0.9090 1.8762 4.7317 -0.19 0.23 -0.36 0.278
H 1.6571 1.7563 -5.3593 -0.03 -0.28 0.06 0.318
H 2.9608 -2.9403 1.0129 -0.71 0.26 -0.09 0.311
C -6.1675 1.8807 1.0486 -0.56 -0.45 -0.25 -1.132
H -1.9029 5.6376 -1.5333 -0.22 0.00 0.48 0.303
C 1.9723 1.4049 2.8685 -1.38 -0.98 0.89 0.575
H -1.7640 -7.0535 -0.0151 -0.14 -0.34 -0.45 0.276
H 0.0360 0.3258 -6.4279 0.67 0.32 -1.36 0.388
O -4.4961 2.5616 -0.4406 0.99 1.41 -1.71 -0.443
C 0.5686 -1.5385 -1.4752 -0.47 -0.25 0.86 0.073
O 2.7502 2.4909 2.4794 0.88 0.71 0.86 -0.439
H 2.4020 0.4369 2.6106 0.14 0.11 -0.73 -0.425
H -0.9590 -4.7206 -1.8662 -0.65 0.00 -0.05 0.181
H -0.3497 6.1327 -0.8184 -0.19 0.06 0.36 0.335
H -1.4016 -5.6053 1.8307 -0.63 -0.28 -0.18 0.322
H 1.1317 3.9180 -5.0567 -0.35 0.40 0.34 0.354
H 2.0296 -0.2236 -0.3932 0.21 -0.52 -0.01 0.391
H -1.9502 0.6260 -1.1592 -0.09 -0.38 -1.49 0.340
O -0.3377 2.3288 -7.1408 -0.19 0.05 -2.77 -0.438
H 0.9626 1.5335 2.4784 0.01 -0.38 -0.57 0.020
H 2.5802 4.1382 3.7568 -0.51 -0.17 0.19 0.299
C 2.9693 2.1928 4.9025 0.07 1.98 -1.41 -0.550
O -0.7643 -1.1366 -1.7845 -1.37 0.13 -1.36 -0.486
C 1.5885 -2.8107 2.9037 1.85 0.23 -1.47 0.116
O -0.0525 -4.7985 0.5598 -0.56 0.27 0.69 -0.292
H 3.3678 -1.6694 2.1706 0.18 -0.10 0.12 0.154
C 2.9600 -2.6753 2.0702 -0.85 -1.60 0.13 -0.408
C 1.8182 1.3794 4.3930 -0.66 0.00 0.68 -0.607
C 0.9966 -0.5702 -0.3645 1.53 -0.72 -0.29 -0.188
C -5.1242 1.4351 0.0074 -0.78 -1.18 2.08 -0.120
H -0.0866 3.9687 0.3478 0.23 -0.67 -0.51 0.193
H 0.0467 1.1330 0.3265 -0.10 0.46 -0.13 -0.224
H 0.7175 -6.5556 -0.3196 0.56 -0.04 0.59 0.430
C 3.8320 -3.7506 2.8079 -0.68 1.50 -0.35 -0.559
C -0.9405 5.2841 -1.1633 0.16 -0.59 -0.16 -1.057
H -4.3794 0.8214 0.5141 0.10 -0.20 0.29 0.093

***

Entry 3:
61
Properties=species:S:1:pos:R:3:forces:R:3:nbo_charge:R:1 method="wB97M-V/def2-TZVPD" spin_multiplicity=1 lumo_ev=-2.54 smiles="N=P(O)(O)c1cc2c(cc1C(F)(F)C(F)F)C(=O)N(c1ccncc1)C2=O.Fc1ccccc1.Fc1ccccc1" de_lowest_kj_mol=1095.6
C -0.6940 -1.1058 -5.5542 -2.08 5.13 -1.55 0.172
F 1.8789 -1.3495 9.8956 0.02 0.04 0.30 -0.324
C -0.4432 -2.4602 -2.7534 2.16 1.49 2.62 -0.105
H 3.8327 1.7748 0.5989 -0.76 -1.58 -2.21 0.201
O -2.2521 -2.2673 1.7177 2.60 1.39 -0.28 -0.983
H -0.7180 2.8273 0.9379 -0.09 -0.01 -0.05 0.237
C -0.4757 1.4435 -6.6692 -0.51 -1.82 0.92 0.029
C 0.2132 -0.0139 -6.4409 -3.74 0.30 1.78 -0.295
H -2.0185 -2.7788 -0.9068 2.30 1.21 -0.54 0.282
H 1.1862 -2.3538 2.0440 -1.25 0.52 0.94 0.390
F 1.7691 0.7547 1.5774 2.05 -2.56 -3.21 -0.325
C 1.4364 -0.6293 6.3690 0.11 -0.41 0.20 -0.194
H 0.0843 4.7374 -0.4550 -0.19 -0.09 0.03 0.221
C -2.6658 1.0644 -5.4667 4.26 -2.34 -1.42 0.032
H 0.2110 2.2151 -7.2724 -1.87 -1.88 1.49 0.228
F 2.7192 1.9474 -1.2254 2.15 -3.16 2.28 -0.343
C 1.9325 -0.9984 -2.0944 -3.04 -1.65 0.55 -0.133
C -1.0520 -3.1976 -4.0846 -2.78 -2.69 0.93 0.686
H -2.1406 0.4008 2.0578 1.39 -0.08 -0.12 0.524
C -0.0379 -1.4664 -0.1283 0.29 -0.12 -3.66 -0.354
C -2.1502 -0.4368 -5.1146 1.17 0.70 -0.81 -0.309
H 1.3080 0.5250 8.1928 0.04 -0.11 0.01 0.224
F 3.3467 -1.0633 1.0832 -2.69 3.17 -1.13 -0.342
C 1.8124 -1.5260 8.5693 -0.06 -0.16 -1.14 0.393
C 1.4997 -0.4468 7.7502 0.01 0.01 0.08 -0.290
H 1.2872 -0.3039 -6.8661 -2.69 0.83 1.07 0.273
H -3.7413 1.4017 -5.1164 2.62 -0.68 -0.88 0.241
H -4.6887 3.3702 -0.5737 0.10 0.01 0.04 0.228
C 1.4170 -0.8088 -0.5147 -2.20 -1.89 -3.21 -0.066
C -2.7437 3.0013 0.2533 0.55 1.20 -0.87 0.393
P -0.7278 -1.3568 1.6598 0.57 -1.18 1.69 2.091
O -1.9690 -4.1712 -4.2165 6.45 7.05 0.67 -0.464
N -0.2315 -2.4987 -5.1892 0.18 1.66 -0.59 -0.561
C 2.4316 -0.0202 0.5032 0.29 -0.89 -0.38 0.634
N 0.3603 -2.0496 2.6372 -0.93 1.06 -2.61 -1.276
O -1.1444 0.2864 2.0674 -0.99 -3.86 -1.07 -0.937
O 2.3526 -2.2950 -5.4655 -8.13 0.71 4.68 -0.487
C -0.9622 4.4437 -0.4778 -0.50 -0.02 -0.10 -0.189
C 3.4449 1.0584 -0.2736 0.89 1.47 1.29 0.504
H -3.9135 5.3050 -1.9453 0.11 -0.14 0.12 0.221
C 1.0035 -1.8113 -3.1732 -1.32 -0.10 3.25 -0.109
F 4.6527 0.4126 -0.8418 -3.98 1.73 0.95 -0.338
C 1.2183 -2.2032 -4.7507 4.54 -0.39 -0.63 0.692
C 1.6753 -1.8909 5.8220 0.10 -0.09 -0.06 -0.227
C -3.2102 4.7604 -1.3198 0.36 -0.14 0.20 -0.192
C -0.9971 -2.2951 -1.2197 3.97 1.29 -1.82 -0.148
N -1.8034 1.9838 -6.2617 1.52 -5.12 1.55 -0.441
F -3.1672 1.9699 0.9959 -0.30 -0.42 0.30 -0.339
C 1.9829 -2.9710 6.6530 -0.09 0.53 0.11 -0.196
C -3.6500 3.6829 -0.5514 -0.05 -0.13 0.09 -0.287
C -1.4046 3.3731 0.2991 0.00 -0.11 0.08 -0.287
H -1.5225 5.9759 -1.8869 -0.08 -0.17 0.11 0.219
H -2.8930 -1.1276 -4.4937 1.77 1.61 -1.48 0.234
H 2.9586 -0.5642 -2.4959 -2.40 -0.98 1.14 0.282
C 2.0571 -2.7857 8.0335 -0.01 -0.01 0.09 -0.290
H 1.2013 0.2108 5.7199 0.02 -0.16 0.12 0.219
H 2.3027 -3.6109 8.6939 -0.04 0.11 -0.02 0.224
H 2.1648 -3.9536 6.2249 -0.02 0.17 0.11 0.215
H 1.6220 -2.0349 4.7450 -0.09 0.08 0.25 0.242
H -2.0784 -3.2179 1.9819 0.27 1.69 -0.26 0.523
C -1.8671 5.1381 -1.2845 0.03 -0.05 0.05 -0.223

***

Entry 4:
9
Properties=species:S:1:pos:R:3:forces:R:3:nbo_charge:R:1 method="wB97M-V/def2-TZVPD" spin_multiplicity=1 lumo_ev=-0.56 de_lowest_kj_mol=389.4
H -0.4600 -0.6196 -0.9403 0.88 -0.98 -0.59 0.220
H 0.4158 0.0574 -2.2540 0.61 -0.63 0.28 0.216
C -1.5125 0.1865 0.9941 3.01 1.48 2.27 0.250
H 0.4245 1.2967 1.6989 -0.93 -1.27 -0.73 0.286
C 0.5367 -0.7185 -1.4663 0.02 1.91 1.69 -0.861
H -0.9367 1.0837 2.7074 -1.11 -0.12 1.27 0.279
C -0.5559 0.7423 1.7803 -0.99 -0.08 -2.76 -0.823
H 1.2814 -0.3177 -0.6413 -1.12 -1.00 -1.94 0.208
H 0.8067 -1.7107 -1.8787 -0.37 0.69 0.51 0.226

***

Entry 5:
60
Properties=species:S:1:pos:R:3:forces:R:3:nbo_charge:R:1 method="wB97M-V/def2-TZVPD" spin_multiplicity=1 lumo_ev=0.54 smiles="CCCCCn1c(CN2CCN(c3cccc(Cl)c3)CC2)nc2c1c(=O)[nH]c(=O)n2C" de_lowest_kj_mol=18.0
H -1.2638 1.5815 3.3708 -0.12 -0.03 0.05 0.197
H -0.4550 -3.2835 1.2073 0.08 -0.02 0.00 0.202
C -1.3454 2.3418 1.3547 -0.59 0.29 0.49 -0.222
O 0.6673 4.2948 -0.1033 -0.08 0.24 0.02 -0.620
N 2.7024 0.8113 -0.8369 0.11 0.05 0.00 -0.415
N 2.4346 3.1317 -0.9434 0.10 0.43 -0.11 -0.635
H -1.4447 -0.6465 -1.2259 -0.05 0.02 0.03 0.176
C 0.7883 1.9226 0.1363 0.53 -0.58 -0.27 -0.106
H -0.7078 1.9475 5.6220 -0.08 -0.12 0.04 0.198
C 0.2547 3.6382 4.6627 0.13 -0.22 -0.10 -0.386
N 0.9105 -0.3102 0.3406 0.51 -0.18 -0.10 -0.517
C -1.1795 2.5442 2.8634 0.27 0.07 -0.28 -0.402
C -2.8347 -2.2517 -1.5607 -0.04 0.46 0.06 -0.203
H 2.8236 4.0091 -1.2711 -0.06 -0.17 0.05 0.432
C 3.2025 2.0217 -1.2607 -0.01 -0.10 0.05 0.792
C -1.4418 -2.4462 -4.1594 -0.09 0.08 0.06 -0.290
H 1.0336 1.7611 5.3965 0.08 -0.12 0.00 0.201
C -0.7274 -2.8006 0.2659 0.08 -0.33 -0.21 -0.261
H 2.8394 -0.9993 -1.8724 0.04 -0.03 0.02 0.214
H -1.9941 3.1843 3.2070 -0.09 -0.02 0.05 0.211
H 3.5114 -1.0049 -0.2295 0.02 -0.02 -0.03 0.213
C 0.1589 3.1995 3.2021 -0.21 0.13 0.20 -0.408
H -3.0057 -0.4461 -0.3830 0.01 0.05 -0.03 0.200
H 0.2922 4.0732 2.5607 0.05 -0.03 -0.09 0.222
H 0.8808 -3.5751 -1.9666 0.03 -0.01 0.10 0.227
C -2.2336 -1.1704 -0.6574 -0.24 -0.10 -0.15 -0.249
H -1.2483 3.3029 0.8448 -0.07 -0.15 0.01 0.251
C -1.3295 -3.8353 -0.6874 0.21 0.03 0.29 -0.224
H -0.8044 -1.3127 2.3555 -0.05 0.11 0.02 0.227
H 0.9722 2.5018 2.9861 0.07 0.01 -0.07 0.196
H -0.6048 -4.6140 -0.9231 -0.03 -0.01 0.03 0.213
H 0.1753 -2.3566 -0.1748 -0.11 -0.20 0.08 0.214
C 1.5276 0.7831 -0.1502 -1.02 0.79 0.49 0.365
Cl 2.9486 -3.2486 -3.7915 0.14 -0.05 0.00 -0.006
H 1.1815 4.2006 4.7927 -0.04 0.08 0.02 0.204
H -2.3303 1.9191 1.1334 0.11 0.06 -0.06 0.204
H -2.5001 -2.2756 -4.2787 -0.09 -0.01 0.01 0.212
H 1.4155 -2.2357 -5.9692 0.09 0.00 -0.06 0.228
C 1.2482 -2.9384 -3.9497 -0.18 0.08 -0.19 0.003
H -2.1896 -4.3071 -0.2017 0.08 -0.04 -0.01 0.204
H 4.3755 -0.1572 -1.5484 -0.10 -0.05 0.04 0.248
H 0.4119 2.8274 6.6555 0.00 -0.06 0.13 0.212
N -1.7199 -1.7745 0.5613 -0.08 0.02 0.01 -0.434
N -0.3265 1.4772 0.8127 0.35 -0.36 -0.24 -0.301
C -0.6052 -2.1973 -5.2262 0.05 0.02 0.07 -0.170
C 0.7576 -2.4334 -5.1393 0.15 -0.03 0.02 -0.283
C 1.2176 3.2247 -0.2726 -0.05 -0.20 0.04 0.659
H -1.0194 -1.8178 -6.1483 -0.05 0.02 -0.08 0.217
C 3.4015 -0.4183 -1.1403 0.19 -0.24 -0.12 -0.415
H -3.2519 -1.7882 -2.4522 -0.03 -0.06 0.05 0.209
H -0.5741 4.3116 4.8918 0.01 0.11 0.00 0.193
C -0.1970 0.1341 0.9174 -0.06 0.37 -0.02 0.389
N -1.8188 -3.2250 -1.9054 -0.24 -0.28 0.13 -0.450
O 4.2428 2.1318 -1.8664 0.29 0.10 -0.20 -0.625
H -3.6349 -2.7702 -1.0256 -0.02 0.06 -0.06 0.202
C 0.2454 2.4698 5.6421 -0.03 0.25 -0.06 -0.608
H -2.0868 -0.1954 1.8472 0.08 0.00 0.09 0.209
C -0.9453 -2.9395 -2.9441 0.26 -0.02 -0.42 0.281
C -1.2302 -0.7790 1.5011 -0.15 -0.09 0.06 -0.255
C 0.4288 -3.1923 -2.8657 -0.07 -0.03 0.14 -0.341

***

Entry 6:
22
Properties=species:S:1:pos:R:3:forces:R:3:nbo_charge:R:1 method="wB97M-V/def2-TZVPD" spin_multiplicity=1 lumo_ev=-9.71 charge=+2 de_lowest_kj_mol=97.2
O -0.3884 -1.0659 1.0403 0.85 3.45 0.13 -0.651
H 0.2645 -3.7048 1.2804 0.42 0.65 -0.24 0.264
H -3.5075 2.3413 -1.0445 -0.67 -0.49 0.07 0.537
H -0.0708 -3.9936 -0.4684 0.77 -0.03 -0.01 0.253
H 2.1320 0.2531 0.1078 0.14 -0.78 1.01 0.196
O -0.5475 1.0779 2.2496 -0.22 -0.06 -2.06 -0.790
S -0.0908 0.5506 0.9999 1.65 -3.58 4.98 2.371
Sn -0.8391 2.1160 -1.9218 -0.20 1.01 -2.02 1.738
H 0.8475 -1.6276 -0.6417 0.77 -0.02 0.79 0.168
C -0.2138 -3.3226 0.3786 -1.40 -0.36 -1.30 -0.655
H 2.1247 1.6229 1.1297 -0.56 0.10 0.45 0.274
H 1.6413 0.6894 -1.2614 0.00 -0.30 -0.66 0.518
H 2.0622 2.1347 -1.1009 0.66 0.53 -0.39 0.532
H 2.0972 -0.0041 1.8675 -0.49 0.02 0.14 0.308
H -3.0700 3.7670 -0.7839 -0.06 0.83 0.16 0.551
O -0.5528 1.0558 -0.2873 -3.02 -1.14 1.20 -1.132
O -2.7284 2.8831 -0.9195 0.27 -0.24 0.10 -1.002
C 1.7218 0.6131 1.0513 0.31 -0.37 -0.45 -0.841
O 1.2903 1.5780 -1.2039 1.91 1.64 -2.03 -0.992
H -1.2872 -3.4823 0.4806 -0.14 0.17 0.62 0.242
C -0.0673 -1.8874 -0.1090 -0.58 -0.34 -0.35 -0.070
H -0.8179 -1.5945 -0.8431 -0.40 -0.71 -0.14 0.178